[1]
Computed, not measured: C24H42Cl3CoN4O3Si as an isolated structure at a distorted geometry, with the ωB97M-V functional and the def2-TZVPD basis.

XYZ file:
```
78
Properties=species:S:1:pos:R:3:lowdin_charge:R:1
C -1.43 -2.55 -3.60 -0.04
C -0.71 -3.17 -2.47 -0.23
H -0.89 -2.76 -4.52 0.08
H -1.51 -1.48 -3.39 0.07
H -2.45 -2.92 -3.75 0.10
C -0.25 -4.43 -2.54 -0.12
C -0.42 -5.32 -3.75 -0.10
H 0.29 -4.87 -1.68 0.10
H -0.02 -4.82 -4.66 0.08
H -1.47 -5.57 -3.97 0.08
H 0.10 -6.28 -3.53 0.08
Co -2.16 2.17 0.91 -0.17
Cl -3.26 3.64 1.97 0.01
Cl -0.01 2.93 0.40 0.40
H 1.77 5.04 4.15 0.09
H -1.36 6.88 2.57 0.09
C 1.37 5.11 3.13 -0.07
C -0.62 6.20 2.13 -0.08
N -0.05 5.36 3.18 -0.20
H 1.59 4.16 2.62 0.07
C -0.78 4.65 4.08 -0.37
O -0.41 3.62 4.65 -0.02
H -1.14 5.59 1.37 0.03
H -1.79 5.12 4.33 0.13
H 1.87 5.93 2.60 0.08
H 0.19 6.77 1.65 0.08
H 2.37 -0.87 -3.36 0.09
H 2.39 -3.54 -2.23 0.07
C 3.30 -0.74 -2.78 -0.05
C 3.41 -3.11 -2.16 -0.06
N 3.36 -1.73 -1.72 -0.20
H 3.36 0.26 -2.35 0.06
C 3.28 -1.39 -0.40 -0.34
O 2.95 -0.29 0.03 0.00
H 4.00 -3.70 -1.46 0.09
H 3.64 -2.22 0.25 0.14
H 4.14 -0.89 -3.46 0.09
H 3.87 -3.18 -3.15 0.09
O 0.54 -1.36 -1.49 0.10
C -0.42 -2.23 -1.25 -0.37
C 0.66 -3.72 0.57 -0.06
C -0.44 -3.02 0.10 -0.16
H 1.55 -3.77 -0.06 0.09
C 0.60 -4.37 1.83 -0.08
H -1.29 -1.58 -1.19 0.12
C -1.63 -3.06 0.82 -0.05
H 1.48 -4.93 2.18 0.10
C -0.58 -4.29 2.58 -0.11
C -1.72 -3.66 2.08 -0.08
H -2.51 -2.58 0.42 0.08
H -0.63 -4.75 3.58 0.10
H -2.67 -3.60 2.64 0.11
Si 0.00 2.87 -1.95 0.47
Cl -3.09 0.29 0.11 -0.01
C 1.80 2.61 -2.14 -0.22
C -0.89 4.56 -1.80 -0.25
C -1.03 1.77 -3.10 -0.18
H 2.11 1.74 -1.52 0.02
H 2.34 3.50 -1.79 0.04
H 2.10 2.41 -3.20 0.05
H -0.59 0.82 -3.40 0.01
H -1.16 2.32 -4.08 0.06
H -2.03 1.56 -2.75 0.01
H -1.82 4.41 -1.23 0.02
H -1.18 5.00 -2.77 0.03
H -0.32 5.34 -1.26 0.03
C -2.88 0.57 4.12 -0.01
C -1.71 0.30 3.30 -0.38
N -1.25 0.90 2.20 -0.08
C -0.12 0.19 1.79 -0.17
C 0.18 -0.74 2.74 -0.08
N -0.85 -0.70 3.64 0.11
H -2.90 -0.17 4.93 0.08
H -2.81 1.57 4.56 0.08
H -3.81 0.50 3.54 0.09
H 0.38 0.41 0.89 0.04
H 0.96 -1.46 2.75 0.11
H -0.93 -1.26 4.48 0.15
```

Results
Energy above the lowest of the compared OMol25 structures with the same formula, charge and spin, kJ/mol: 187.7
<S²>: 6.01
Spin multiplicity: 5
E_HOMO (alpha / beta), Ha: -0.3074 / -0.3075
HOMO-LUMO gap (alpha / beta), Ha: 0.3236 / 0.2507

[2]
Computed, not measured: a 3-piece molecular cluster, C10H26ClN2O3 overall at a distorted geometry, with the ωB97M-V functional and the def2-TZVPD basis.

XYZ file:
```
42
Properties=species:S:1:pos:R:3:nbo_charge:R:1
Cl 0.35 -0.45 0.60 -1.00
C -6.90 2.74 0.10 -0.25
O -5.67 1.97 -0.08 -0.53
C -5.97 0.76 -0.91 -0.07
C -4.63 0.27 -1.58 -0.24
N -4.13 1.51 -2.21 -0.60
C -3.01 1.26 -3.18 -0.24
C -2.51 2.61 -3.82 -0.07
O -1.90 3.32 -2.74 -0.51
C -1.43 4.59 -3.22 -0.25
H -7.75 2.18 0.50 0.15
H -7.23 2.98 -0.91 0.16
H -6.85 3.62 0.73 0.19
H -6.81 0.90 -1.58 0.15
H -6.39 -0.03 -0.28 0.17
H -4.87 -0.60 -2.20 0.16
H -4.01 -0.05 -0.75 0.22
H -4.95 1.91 -2.64 0.33
H -3.52 0.58 -3.87 0.16
H -2.16 0.80 -2.68 0.24
H -3.35 3.08 -4.32 0.15
H -1.84 2.48 -4.67 0.16
H -0.87 5.08 -2.43 0.20
H -2.24 5.22 -3.58 0.15
H -0.79 4.51 -4.10 0.15
C 5.59 -1.05 2.04 -0.65
C 5.19 -2.44 2.58 -0.07
C 6.32 -3.26 3.22 -0.05
O 5.94 -4.60 3.38 -0.54
C 7.06 -5.53 3.51 -0.25
N 3.99 -2.48 3.47 -0.81
H 5.71 -0.31 2.84 0.19
H 4.83 -0.50 1.49 0.25
H 6.60 -0.99 1.62 0.20
H 5.00 -3.10 1.74 0.19
H 6.76 -2.75 4.08 0.15
H 7.12 -3.26 2.48 0.14
H 7.94 -4.92 3.69 0.17
H 7.16 -5.84 2.47 0.18
H 6.89 -6.34 4.22 0.19
H 4.13 -1.67 4.06 0.33
H 3.20 -2.20 2.91 0.38
```

Results
Total charge: -1
Spin multiplicity: 1
E_HOMO, Ha: -0.1279
HOMO-LUMO gap, Ha: 0.2317

[3]
Computed, not measured: an isolated ion of composition H3N6 and charge +1 at a distorted geometry, with the ωB97M-V functional and the def2-TZVPD basis.

XYZ file:
```
9
Properties=species:S:1:pos:R:3:nbo_charge:R:1
N -1.80 0.83 -0.66 0.24
N -1.08 1.61 -0.25 0.18
N 0.08 1.62 0.28 -0.23
N 0.72 0.40 0.37 -0.04
N 0.08 -0.56 -0.05 0.04
N 0.40 -1.79 -0.06 -0.51
H 0.59 2.45 0.53 0.47
H -0.27 -2.44 -0.46 0.43
H 1.29 -2.13 0.29 0.41
```

Results
Total charge: +1
Energy above the lowest of the compared OMol25 structures with the same formula, charge and spin, kJ/mol: 108.0
SMILES: N#[N+]N/N=N/N
Spin multiplicity: 1
E_HOMO, Ha: -0.5530
HOMO-LUMO gap, Ha: 0.3149

[4]
Computed, not measured: C67H50N11O4PRbS as an isolated structure, with the ωB97M-V functional and the def2-TZVPD basis.

XYZ file:
```
135
Properties=species:S:1:pos:R:3:lowdin_charge:R:1
Rb -1.94 -1.12 -0.06 0.81
O -4.07 -5.14 -1.81 0.14
C -3.50 -4.19 -1.06 -0.46
O -3.06 -3.16 -1.50 0.00
C -3.46 -4.56 0.40 -0.16
C -4.02 -5.72 0.90 0.04
C -3.91 -5.98 2.25 -0.01
C -3.24 -5.06 3.05 0.02
C -2.72 -3.91 2.46 -0.16
N -2.82 -3.68 1.16 0.15
C -1.97 -2.83 3.22 -0.45
O -2.06 -2.83 4.56 0.14
O -1.34 -1.99 2.66 0.03
H -4.04 -4.83 -2.73 0.15
H -4.53 -6.41 0.24 0.13
H -4.32 -6.88 2.68 0.12
H -3.13 -5.26 4.11 0.12
H -2.65 -3.52 4.87 0.10
C 4.20 0.25 2.49 -0.01
N 3.46 -0.93 2.08 -0.04
C 2.27 -0.99 1.41 -0.43
N 1.97 -2.24 1.12 0.11
C 2.99 -3.02 1.59 -0.18
C 3.93 -2.23 2.19 -0.12
C 5.24 -2.54 2.79 -0.20
C 5.52 -2.24 4.12 -0.04
C 6.76 -2.55 4.67 -0.07
C 7.73 -3.17 3.89 -0.08
C 7.45 -3.47 2.56 -0.07
C 6.22 -3.15 2.01 -0.03
C 2.93 -4.48 1.42 -0.16
C 2.17 -5.01 0.38 -0.03
C 2.10 -6.38 0.19 -0.08
C 2.77 -7.25 1.04 -0.09
C 3.52 -6.73 2.09 -0.08
C 3.60 -5.35 2.28 -0.03
P 0.85 0.06 0.87 1.12
C 1.17 -0.07 -0.94 -0.47
N 0.25 -0.54 -1.75 0.03
C 0.80 -0.53 -3.01 -0.18
C 2.09 -0.05 -2.94 -0.11
N 2.30 0.25 -1.61 -0.03
C 3.51 0.83 -1.06 0.00
C 3.09 0.22 -3.99 -0.19
C 4.35 -0.37 -3.95 -0.04
C 5.27 -0.11 -4.95 -0.07
C 4.95 0.73 -6.00 -0.08
C 3.69 1.32 -6.05 -0.07
C 2.76 1.07 -5.05 -0.02
C 0.02 -0.97 -4.17 -0.16
C -1.34 -0.69 -4.21 -0.03
C -2.11 -1.08 -5.30 -0.08
C -1.53 -1.75 -6.36 -0.09
C -0.17 -2.03 -6.33 -0.07
C 0.60 -1.65 -5.24 -0.02
C 0.79 1.91 1.00 -0.44
N -0.34 2.25 0.42 0.10
C -0.41 3.61 0.46 -0.17
C 0.68 4.11 1.12 -0.12
N 1.46 3.00 1.45 -0.04
C 2.62 3.06 2.31 -0.01
C 1.05 5.48 1.52 -0.19
C 0.16 6.25 2.26 -0.02
C 0.49 7.55 2.62 -0.07
C 1.72 8.08 2.26 -0.08
C 2.61 7.32 1.53 -0.07
C 2.28 6.02 1.15 -0.04
C -1.56 4.32 -0.14 -0.15
C -1.44 5.59 -0.68 -0.03
C -2.54 6.23 -1.24 -0.07
C -3.77 5.61 -1.26 -0.08
C -3.90 4.33 -0.72 -0.07
C -2.80 3.69 -0.17 -0.02
H 4.10 1.02 1.74 0.05
H 3.87 0.61 3.46 0.09
H 5.26 -0.02 2.57 0.10
H 4.76 -1.78 4.74 0.12
H 6.96 -2.32 5.70 0.11
H 8.69 -3.41 4.31 0.11
H 8.21 -3.95 1.95 0.11
H 6.00 -3.39 0.98 0.12
H 1.65 -4.33 -0.28 0.11
H 1.52 -6.78 -0.64 0.10
H 2.72 -8.32 0.89 0.10
H 4.04 -7.39 2.76 0.10
H 4.17 -4.97 3.11 0.11
H 3.90 1.58 -1.75 0.11
H 3.25 1.32 -0.12 0.05
H 4.27 0.07 -0.88 0.10
H 4.60 -1.06 -3.15 0.12
H 6.25 -0.58 -4.91 0.11
H 5.67 0.93 -6.78 0.11
H 3.43 1.98 -6.87 0.11
H 1.78 1.52 -5.08 0.12
H -1.79 -0.14 -3.39 0.10
H -3.17 -0.84 -5.33 0.09
H -2.13 -2.05 -7.22 0.10
H 0.29 -2.56 -7.15 0.11
H 1.66 -1.88 -5.22 0.12
H 2.57 3.96 2.92 0.10
H 2.62 2.20 2.97 0.07
H 3.55 3.09 1.74 0.09
H -0.80 5.83 2.54 0.12
H -0.22 8.14 3.19 0.11
H 1.97 9.09 2.54 0.11
H 3.57 7.73 1.23 0.11
H 2.97 5.44 0.56 0.12
H -0.47 6.09 -0.68 0.12
H -2.42 7.22 -1.66 0.11
H -4.63 6.10 -1.69 0.10
H -4.86 3.83 -0.74 0.09
H -2.90 2.69 0.25 0.10
S -9.17 3.68 0.64 1.03
N -8.54 2.93 -0.65 -0.21
C -7.48 2.26 -0.22 -0.31
C -6.60 1.45 -1.04 -0.10
C -6.80 1.29 -2.41 0.01
C -5.91 0.51 -3.12 -0.03
C -4.87 -0.10 -2.43 -0.12
N -4.67 0.04 -1.13 0.10
C -5.52 0.81 -0.43 -0.15
C -5.26 0.98 1.02 -0.16
N -4.17 0.39 1.53 0.09
C -3.91 0.55 2.82 -0.12
C -4.70 1.31 3.68 -0.03
C -5.81 1.93 3.16 0.01
C -6.10 1.77 1.80 -0.09
C -7.24 2.42 1.17 -0.31
N -8.12 3.20 1.77 -0.21
H -7.63 1.79 -2.89 0.12
H -6.02 0.36 -4.19 0.11
H -4.16 -0.74 -2.95 0.09
H -3.01 0.07 3.19 0.10
H -4.43 1.41 4.72 0.11
H -6.46 2.54 3.77 0.12
```

Results
Total charge: +1
Spin multiplicity: 1
E_HOMO, Ha: -0.3488
HOMO-LUMO gap, Ha: 0.2580

[5]
Computed, not measured: a 5-piece molecular cluster, C6H22NO5 overall at a distorted geometry, with the ωB97M-V functional and the def2-TZVPD basis.

XYZ file:
```
34
Properties=species:S:1:pos:R:3:nbo_charge:R:1
C 0.94 0.14 0.99 -0.22
N 0.55 -1.24 0.72 -0.68
C -0.68 -1.64 1.43 -0.24
C -1.94 -1.81 0.53 -0.06
O -2.20 -0.72 -0.30 -0.90
C 2.22 0.53 0.23 -0.41
C 1.13 1.85 -1.66 -0.61
C 2.04 0.70 -1.28 -0.40
H 0.14 0.86 0.80 0.19
H 1.13 0.28 2.06 0.18
H 0.39 -1.33 -0.26 0.38
H -0.47 -2.62 1.90 0.17
H -0.92 -0.95 2.24 0.19
H -1.77 -2.70 -0.09 0.14
H -2.81 -1.99 1.18 0.14
H 2.60 1.47 0.65 0.19
H 2.96 -0.24 0.45 0.21
H 1.12 1.99 -2.74 0.20
H 0.10 1.64 -1.37 0.23
H 1.43 2.80 -1.20 0.19
H 1.66 -0.21 -1.74 0.21
H 3.03 0.81 -1.73 0.19
H -1.22 3.69 -0.17 0.45
H -2.20 2.91 0.73 0.51
O -1.94 3.83 0.46 -1.00
H 2.03 -2.27 1.33 0.50
H 2.79 -3.00 0.27 0.46
O 2.80 -2.85 1.20 -0.98
H -3.59 1.18 1.14 0.45
H -2.33 0.40 0.46 0.50
O -2.62 1.26 1.07 -1.07
H -1.48 -0.85 -1.62 0.50
H -1.83 -0.89 -3.12 0.45
O -1.07 -1.01 -2.55 -1.04
```

Results
Total charge: -1
Energy above the lowest of the compared OMol25 structures with the same formula, charge and spin, kJ/mol: 0.0
Spin multiplicity: 1
E_HOMO, Ha: -0.1913
HOMO-LUMO gap, Ha: 0.3221

[6]
Computed, not measured: C5H4N2O in the gas phase at a distorted geometry, with the ωB97M-V functional and the def2-TZVPD basis.

XYZ file:
```
12
Properties=species:S:1:pos:R:3:nbo_charge:R:1
O -0.67 -0.03 2.30 -0.50
C -0.24 -0.02 1.11 0.42
C 1.21 -0.34 0.87 -0.22
C 1.52 -0.68 -0.32 -0.24
C 0.68 -0.56 -1.53 0.01
N -0.51 0.01 -1.83 -0.22
N -1.10 0.83 -0.97 -0.20
C -1.07 0.83 0.25 0.01
H 2.02 -0.71 1.73 0.27
H 2.50 -1.01 -0.85 0.24
H 1.02 -1.03 -2.53 0.21
H -1.46 1.72 0.58 0.22
```

Results
Energy above the lowest of the compared OMol25 structures with the same formula, charge and spin, kJ/mol: 406.1
SMILES: O=c1cccnnc1
Spin multiplicity: 1
E_HOMO, Ha: -0.3478
HOMO-LUMO gap, Ha: 0.3144